No. 1
{"formula": "C7H28N2O7", "method": "ωB97M-V/def2-TZVPD", "e_above_lowest_kcal_mol": 114.1, "multiplicity": 1, "e_homo_ev": -9.3, "fmax_ev_per_a": 9.04, "smiles": "NC(N)=O.CO.CO.CO.CO.CO.CO", "symbols": ["C", "O", "N", "N", "H", "H", "H", "H", "C", "O", "H", "H", "H", "H", "C", "O", "H", "H", "H", "H", "C", "O", "H", "H", "H", "H", "C", "O", "H", "H", "H", "H", "C", "O", "H", "H", "H", "H", "C", "O", "H", "H", "H", "H"], "coordinates": [[0.32002, -1.27805, 2.40207], [-0.02598, -1.98005, 3.51207], [1.13202, -0.28505, 2.50207], [0.03902, -1.66205, 1.24107], [1.60902, -0.24705, 3.39607], [1.17602, 0.60395, 2.00807], [-0.70598, -2.37205, 1.33207], [0.37902, -1.25505, 0.35207], [3.74102, -2.86205, 2.84307], [3.42402, -1.93305, 1.89707], [4.03202, -3.77305, 2.35507], [2.88502, -2.99605, 3.48007], [4.58702, -2.60305, 3.50007], [2.60702, -1.45705, 2.08907], [-3.22498, -0.25305, -1.00393], [-3.06198, 1.13895, -1.20993], [-3.44798, -0.76205, -1.90293], [-4.03698, -0.35505, -0.27893], [-2.24898, -0.56905, -0.61093], [-2.91098, 1.54795, -0.36193], [2.24402, -0.08105, -0.71293], [0.82002, 0.24695, -0.64493], [2.29202, -0.95205, -1.31693], [2.70302, -0.18905, 0.25507], [2.84902, 0.67795, -1.23893], [0.36202, -0.05205, -1.43993], [0.15202, 3.12595, -1.74793], [-1.13898, 3.01395, -2.46593], [0.86402, 2.38595, -2.16593], [0.05202, 2.81495, -0.68993], [0.56302, 4.14095, -1.72093], [-1.49598, 2.07795, -2.34193], [-2.05298, 1.24795, 1.99107], [-1.63698, 2.15195, 0.93407], [-3.02598, 1.20895, 2.36307], [-1.30898, 1.30895, 2.80507], [-1.91498, 0.29095, 1.52607], [-0.69498, 2.25595, 0.90107], [-0.93798, -0.10105, -3.84393], [-0.53298, -0.83505, -2.76793], [-0.48198, 0.83095, -3.91793], [-2.02998, 0.09695, -3.68293], [-0.87698, -0.61005, -4.80893], [-1.03898, -1.70505, -2.80893]], "forces_ev_per_angstrom": [[-1.7688, -4.2493, 7.7841], [1.2041, 2.9251, -4.5305], [3.9547, 4.5059, 1.9843], [-3.2767, -2.9410, -4.4183], [-0.4986, 0.2614, 0.0581], [-0.4057, -0.8714, -0.4178], [0.7867, 0.4008, -0.9900], [-0.5179, 0.0115, 0.9330], [0.3149, -0.6319, 1.4983], [0.1597, 1.6854, -1.8474], [-0.0775, -0.7111, -0.1727], [-0.3468, -0.6609, 0.4952], [-0.0630, 0.3853, -0.2271], [0.3067, -0.2187, 0.1554], [0.7842, 1.3739, 1.8131], [-0.5066, -0.0571, -1.6383], [-0.3109, -0.3348, -1.0499], [0.1109, -0.7240, -0.0234], [-0.4184, -0.8059, 0.1322], [0.4696, 0.4490, 0.3601], [-0.7826, 1.1458, -1.1727], [1.2635, 0.3515, 1.0982], [0.5846, -1.1387, -0.1771], [-0.3173, -0.3463, 0.4081], [-0.5404, 0.1093, 0.1055], [0.0801, -0.1551, -0.3856], [-1.0564, -1.4174, -0.0192], [1.1941, -0.8916, 0.9033], [-0.0878, 0.7072, -0.0028], [-0.1557, 0.2327, -0.5579], [-0.4640, -0.1807, -0.6283], [0.5514, 1.8493, 0.2268], [4.0379, -0.7313, -0.8512], [-2.3509, 0.6286, 0.6813], [-1.7928, 1.3262, 0.1901], [-0.6810, -0.0196, -0.0109], [0.0689, -1.0187, 0.1984], [0.5206, -0.2685, 0.2617], [-3.5993, -0.1487, -1.4971], [0.3055, -3.1226, 1.2608], [1.1887, 1.4887, 0.1436], [0.5813, 0.2627, -0.5037], [0.3741, -0.1542, 0.0532], [1.1772, 1.6993, 0.3770]]}



No. 2
{"formula": "C7H28O7", "method": "ωB97M-V/def2-TZVPD", "e_above_lowest_kcal_mol": 115.6, "multiplicity": 1, "e_homo_ev": -10.1, "fmax_ev_per_a": 3.07, "smiles": "CO.CO.CO.CO.CO.CO.CO", "symbols": ["C", "O", "H", "H", "H", "H", "C", "O", "H", "H", "H", "H", "C", "O", "H", "H", "H", "H", "C", "O", "H", "H", "H", "H", "C", "O", "H", "H", "H", "H", "C", "O", "H", "H", "H", "H", "C", "O", "H", "H", "H", "H"], "coordinates": [[26.63518, -13.91802, -12.37065], [26.32225, -15.23193, -12.30103], [27.50661, -13.77233, -13.00899], [25.85875, -13.31291, -12.83874], [26.79681, -13.50084, -11.37670], [25.86332, -15.56708, -13.07477], [21.31295, -4.91588, -17.75472], [20.65639, -6.08240, -17.44775], [21.35169, -4.27236, -16.87581], [22.31862, -5.04800, -18.15385], [20.69871, -4.40561, -18.49662], [19.83404, -5.71369, -17.11703], [17.62214, -8.23767, -20.24752], [17.91565, -7.42489, -21.36855], [18.51186, -8.73799, -19.86520], [17.40151, -7.63845, -19.36414], [16.83499, -8.95788, -20.47064], [18.60248, -6.76942, -21.22634], [27.59950, -10.98172, -20.34241], [29.00556, -11.04686, -20.35454], [27.19396, -10.42084, -21.18446], [27.22289, -11.98904, -20.52014], [27.19793, -10.70784, -19.36679], [29.32869, -11.23830, -21.23801], [22.52652, -10.31761, -15.61172], [21.42605, -10.32411, -16.58304], [22.58221, -9.48651, -14.90867], [22.43234, -11.26699, -15.08454], [23.49571, -10.32957, -16.11034], [21.38580, -9.39773, -16.83163], [20.02281, -9.22997, -11.23806], [19.74072, -8.91908, -9.94195], [20.97316, -9.76377, -11.23778], [19.22821, -9.88434, -11.59654], [20.03356, -8.30165, -11.80920], [19.30826, -8.07071, -9.82008], [21.95353, -15.46936, -16.20968], [22.86045, -15.73549, -15.24213], [22.49616, -15.31324, -17.14203], [21.19698, -16.24546, -16.32540], [21.40598, -14.56995, -15.92800], [22.42997, -16.03576, -14.43831]], "forces_ev_per_angstrom": [[0.3104, 2.1059, -0.9430], [-0.6988, -2.6021, 0.7653], [0.4578, 0.2744, 0.1924], [-0.3557, 0.1203, 0.0405], [0.1828, -0.2124, 0.0062], [0.0762, 0.3133, -0.0935], [0.4257, 1.8197, -0.6099], [-0.6167, -1.4089, 0.5744], [0.3773, 0.2406, 0.0777], [-0.1247, -0.3564, 0.1064], [0.3621, 0.5120, -0.3553], [-0.4229, -0.8548, 0.2075], [1.1899, 0.6338, 0.9380], [-0.6176, -0.2843, -0.7228], [0.1893, -0.6525, -0.4997], [-0.8656, 0.2503, -0.0464], [0.1169, 0.3096, -0.1608], [0.0043, -0.2603, 0.5053], [-0.4202, -1.3952, -0.8029], [0.5294, 0.5478, 0.5642], [-0.0359, 0.6494, 0.3212], [-0.2843, -0.3028, 0.0990], [0.4163, 0.5086, -0.1663], [-0.2076, -0.0079, -0.0143], [-0.2665, -1.1127, -0.7365], [1.2943, 0.7998, 1.3046], [-0.6888, 0.1064, -0.0270], [0.0502, 0.1959, 0.2123], [0.0196, -0.0477, -0.2973], [-0.4257, 0.0977, -0.4630], [-0.3089, -0.0004, -1.0749], [-0.2842, 0.4499, 3.0271], [0.0521, 0.1347, -0.4252], [0.1126, -0.1529, -0.5886], [0.3913, -0.2922, -0.6374], [0.0400, -0.1418, -0.3078], [-1.6646, 0.8313, -1.0533], [2.1130, -0.9412, 1.9056], [-0.2265, 0.0091, -0.0350], [0.0503, -0.3144, -0.2734], [-0.2126, 0.3900, -0.4793], [-0.0340, 0.0405, -0.0339]]}



No. 3
{"formula": "C7H28O7", "method": "ωB97M-V/def2-TZVPD", "e_above_lowest_kcal_mol": 103.8, "multiplicity": 1, "e_homo_ev": -9.9, "fmax_ev_per_a": 2.09, "smiles": "CO.CO.CO.CO.CO.CO.CO", "symbols": ["C", "O", "H", "H", "H", "H", "C", "O", "H", "H", "H", "H", "C", "O", "H", "H", "H", "H", "C", "O", "H", "H", "H", "H", "C", "O", "H", "H", "H", "H", "C", "O", "H", "H", "H", "H", "C", "O", "H", "H", "H", "H"], "coordinates": [[3.62558, 3.68246, -1.69314], [2.88152, 4.57364, -2.51057], [4.53020, 3.54980, -2.28658], [3.81098, 3.97907, -0.66079], [2.98709, 2.80285, -1.77512], [2.81573, 5.40717, -2.03888], [0.45520, 1.02298, -0.48503], [0.64308, 1.87937, 0.69974], [0.75896, -0.02306, -0.44450], [-0.60870, 0.90416, -0.69022], [0.95877, 1.47604, -1.33899], [0.08932, 1.57289, 1.42155], [-4.11326, -1.71868, -0.87860], [-2.93167, -1.49600, -1.58029], [-4.24677, -2.79967, -0.83673], [-4.11149, -1.37457, 0.15566], [-4.92203, -1.20853, -1.40180], [-2.86341, -0.56359, -1.79833], [2.49425, -2.33217, 2.17044], [2.17327, -1.24325, 1.30617], [1.62234, -2.46643, 2.81064], [2.69246, -3.30088, 1.71173], [3.29855, -2.10566, 2.87036], [2.80062, -0.52556, 1.41989], [0.22315, 0.70414, 5.09389], [0.90057, 1.76383, 4.32348], [0.87695, -0.14212, 5.30479], [-0.23222, 1.22888, 5.93376], [-0.60729, 0.36618, 4.47401], [1.52298, 1.32290, 3.74057], [-0.32705, -3.48066, -0.23918], [-1.72898, -3.76024, -0.11021], [0.28004, -3.91619, -1.03282], [-0.26971, -2.39275, -0.27477], [0.15394, -3.75376, 0.70006], [-2.19251, -3.43363, -0.88485], [-2.12828, 0.68422, -3.78260], [-2.69482, 1.23632, -2.57880], [-1.94106, -0.37302, -3.59473], [-2.79382, 0.71391, -4.64531], [-1.29294, 1.34901, -4.00251], [-2.58971, 2.19052, -2.57120]], "forces_ev_per_angstrom": [[-0.4056, -0.6390, -1.5539], [-0.4743, 1.4186, 0.4966], [0.4755, -0.5184, 0.7260], [-0.1183, 0.1138, -0.1521], [0.6441, -0.5586, 0.7290], [-0.1370, 0.1683, -0.2370], [-0.8114, 0.2881, 0.6382], [0.4869, -0.9815, -1.3717], [0.7515, 0.1069, 0.7972], [-0.1905, 0.5384, -0.2370], [-0.0862, 0.2625, 0.2682], [-0.1107, -0.2127, -0.0695], [-0.6642, -0.0938, 0.1292], [1.0468, -0.0937, -0.2548], [-0.3992, 0.0675, -0.1224], [0.2841, 0.2002, 0.1307], [-0.4235, -0.3330, 0.0948], [-0.0004, 0.3415, 0.1749], [-0.6164, 0.4199, 1.0855], [0.2553, -0.4630, -0.2265], [-0.1463, -0.2496, 0.0470], [0.1098, 0.3283, -0.6239], [0.2885, 0.0917, -0.2328], [0.0819, -0.1129, -0.0350], [-0.1847, 1.4408, -1.4971], [-0.2437, -1.0044, 0.7779], [-0.0097, 0.2552, 0.4358], [0.4402, -0.4368, 0.3051], [-0.0763, -0.3562, 0.0490], [0.0469, 0.0716, -0.1511], [-0.5662, 1.2167, 1.0093], [0.7279, -1.0555, -0.1699], [-0.6357, -0.3202, -0.3985], [0.5318, 0.1324, -0.3067], [-0.1968, -0.2243, 0.0491], [0.2460, 0.2836, -0.1496], [-0.2186, 0.9476, 0.2432], [-0.4943, -0.5946, -0.1025], [0.6210, 0.2697, -0.0079], [-0.3897, 0.2083, 0.1065], [0.5689, -0.8578, -0.3403], [-0.0073, -0.0656, -0.0528]]}